{
  "formula": "C24H27As2FeN5S4",
  "method": "ωB97M-V/def2-TZVPD",
  "s_squared": 8.77,
  "charge": 1,
  "multiplicity": 6,
  "e_lumo_ev": [-3.18, -3.47],
  "relative_energy_kcal_mol": 0.0,
  "max_force_ev_per_a": 0.31,
  "elements": ["Fe", "N", "C", "N", "C", "N", "N", "C", "C", "C", "C", "C", "C", "N", "C", "C", "C", "C", "C", "C", "H", "H", "H", "H", "H", "H", "H", "H", "H", "H", "H", "S", "S", "S", "S", "C", "As", "C", "C", "C", "C", "C", "C", "C", "As", "C", "C", "H", "H", "H", "H", "H", "H", "H", "H", "H", "H", "H", "H", "H", "H", "H", "H"],
  "xyz": [[-0.44048, 1.09003, 0.43642], [3.85236, -0.82065, 0.31152], [2.92147, 0.11202, 0.06787], [1.94500, 0.41505, 0.85859], [1.86274, -0.24186, 2.09125], [1.02211, 0.15727, 2.98542], [0.26469, 1.18304, 2.46457], [0.09726, 2.24649, 3.13199], [-0.49393, 3.37550, 2.39404], [-0.92016, 4.52971, 3.02306], [-1.39797, 5.57399, 2.24154], [-1.41825, 5.42714, 0.86705], [-0.97621, 4.23133, 0.32015], [-0.52044, 3.22502, 1.05702], [2.74395, -1.37704, 2.35008], [2.60008, -2.20047, 3.46953], [3.46486, -3.25625, 3.66278], [4.48837, -3.50192, 2.74518], [4.64449, -2.70261, 1.63120], [3.76276, -1.64343, 1.43861], [4.58937, -0.96848, -0.35901], [3.01261, 0.63217, -0.88017], [0.45028, 2.36224, 4.15308], [-0.87990, 4.60695, 4.10105], [-1.74394, 6.48873, 2.70346], [-1.77750, 6.21442, 0.21967], [-0.99916, 4.07066, -0.75035], [1.80572, -1.98677, 4.17213], [3.35604, -3.89535, 4.52831], [5.16648, -4.32950, 2.90527], [5.43500, -2.89346, 0.91542], [-2.48898, 0.21210, 1.40837], [-4.00949, -0.25691, 0.16224], [-4.92253, 1.52895, -0.43987], [-3.70069, 3.00890, -0.22185], [1.15016, -2.80785, -1.28402], [-0.21451, -1.70867, -0.39582], [-0.81789, -3.03544, 0.89438], [-1.57764, -1.70826, -1.78892], [-2.32661, -2.84125, -2.07857], [-3.32897, -2.80552, -3.03698], [-3.58337, -1.63054, -3.72491], [-2.82819, -0.49613, -3.46204], [-1.82484, -0.52680, -2.50083], [-0.80656, 1.08043, -2.09961], [-1.62420, 2.43453, -3.22403], [0.83476, 0.76259, -3.11090], [0.72123, -3.75989, -1.59518], [1.96417, -2.99861, -0.58291], [1.54220, -2.29734, -2.16341], [-1.31388, -3.87625, 0.41325], [-1.49197, -2.56264, 1.60287], [0.06888, -3.40260, 1.41209], [-2.14724, -3.76535, -1.54355], [-3.91366, -3.69311, -3.24029], [-4.36865, -1.59269, -4.46840], [-3.04608, 0.41270, -4.00610], [-2.64543, 2.62088, -2.89920], [-1.60168, 2.12011, -4.26588], [-1.04760, 3.35358, -3.12454], [0.59362, 0.43859, -4.12157], [1.41993, -0.01364, -2.61886], [1.41802, 1.68218, -3.15168]],
  "forces_ev_per_angstrom": [[-0.1, -0.2, 0.2], [0.0, 0.0, 0.0], [0.0, 0.0, 0.0], [0.1, 0.0, -0.2], [-0.1, 0.0, 0.1], [0.0, 0.0, -0.1], [0.1, 0.0, 0.1], [-0.1, 0.0, 0.0], [0.0, 0.0, 0.0], [0.0, 0.0, 0.0], [0.0, 0.0, 0.0], [0.0, 0.0, 0.0], [0.1, 0.0, 0.0], [-0.1, 0.0, 0.0], [0.0, 0.0, 0.0], [0.0, 0.0, 0.0], [0.0, 0.0, 0.0], [0.0, 0.0, 0.0], [0.0, 0.0, 0.0], [0.0, 0.0, 0.0], [0.0, 0.0, 0.0], [0.0, 0.0, 0.0], [0.0, 0.0, 0.0], [0.0, 0.0, 0.0], [0.0, 0.0, 0.0], [0.0, 0.0, 0.0], [0.0, 0.0, 0.0], [0.0, 0.0, 0.0], [0.0, 0.0, 0.0], [0.0, 0.0, 0.0], [0.0, 0.0, 0.0], [0.1, 0.2, 0.0], [0.1, 0.0, 0.0], [-0.1, 0.1, 0.0], [-0.1, -0.1, 0.0], [0.0, 0.0, 0.0], [0.0, 0.1, 0.1], [0.0, 0.0, -0.1], [0.0, 0.0, 0.0], [0.0, 0.0, 0.0], [0.0, 0.0, 0.0], [0.0, 0.0, 0.0], [0.0, 0.0, 0.0], [0.0, 0.0, 0.0], [0.1, 0.0, 0.0], [0.0, 0.0, 0.0], [0.0, 0.0, 0.0], [0.0, 0.0, 0.0], [0.0, 0.0, 0.0], [0.0, 0.0, 0.0], [0.0, 0.0, 0.0], [0.0, 0.0, 0.0], [0.0, 0.0, 0.0], [0.0, 0.0, 0.0], [0.0, 0.0, 0.0], [0.0, 0.0, 0.0], [0.0, 0.0, 0.0], [0.0, 0.0, 0.0], [0.0, 0.0, 0.0], [0.0, 0.0, 0.0], [0.0, 0.0, 0.0], [0.0, 0.0, 0.0], [0.0, 0.0, 0.0]],
  "mulliken_charge": [0.209, 0.103, -0.698, -0.234, 0.332, -1.243, 1.080, -0.693, 0.754, -0.898, -0.315, -0.549, -0.547, 0.105, 0.940, -0.407, -0.864, -0.397, -1.003, 0.281, 0.271, 0.517, 0.414, 0.431, 0.441, 0.453, 0.417, 0.515, 0.438, 0.422, 0.413, -0.269, 0.004, 0.047, -0.114, -1.314, 1.099, -1.225, -0.180, -0.819, -0.943, -0.730, -0.228, 0.518, 1.045, -1.551, -0.998, 0.465, 0.374, 0.360, 0.467, 0.332, 0.381, 0.271, 0.412, 0.418, 0.309, 0.370, 0.505, 0.429, 0.382, 0.078, 0.416]
}

---

{
  "formula": "C23H43Cl3CoN3O4Si",
  "method": "ωB97M-V/def2-TZVPD",
  "s_squared": 3.76,
  "charge": -1,
  "multiplicity": 4,
  "e_lumo_ev": [2.61, 2.61],
  "relative_energy_kcal_mol": 42.1,
  "max_force_ev_per_a": 4.49,
  "elements": ["C", "C", "H", "H", "H", "C", "C", "H", "H", "H", "H", "Co", "Cl", "Cl", "H", "H", "C", "C", "N", "H", "C", "O", "H", "H", "H", "H", "H", "H", "C", "C", "N", "H", "C", "O", "H", "H", "H", "H", "O", "C", "C", "C", "H", "C", "H", "C", "H", "C", "C", "H", "H", "H", "Si", "Cl", "C", "C", "C", "H", "H", "H", "H", "H", "H", "H", "H", "H", "C", "N", "C", "C", "O", "H", "H", "H", "H", "H", "H", "H"],
  "xyz": [[-1.81386, 1.86152, -3.39020], [-0.79013, 1.09954, -4.16299], [-1.42343, 2.84591, -3.09298], [-2.14643, 1.32040, -2.49954], [-2.71043, 2.05850, -4.00095], [-0.39445, 1.60559, -5.35587], [-0.85689, 2.90510, -5.92600], [0.25613, 1.04082, -6.03251], [-0.75239, 3.73978, -5.21395], [-1.90909, 2.87106, -6.25536], [-0.26111, 3.15758, -6.81251], [-1.28643, -1.24088, -1.35360], [-1.09939, -3.29253, -2.03236], [-3.30365, -0.49099, -1.21010], [2.26124, -2.32847, 7.12816], [-0.82516, -1.95312, 7.99872], [1.93773, -1.29584, 6.93298], [-0.44934, -1.01010, 7.56896], [0.54717, -1.24381, 6.53499], [2.56391, -0.88081, 6.13439], [0.19651, -1.80225, 5.34525], [0.94939, -2.45308, 4.62551], [-1.30395, -0.46230, 7.15142], [-0.86538, -1.60421, 5.08064], [2.04289, -0.70376, 7.84446], [0.01417, -0.42310, 8.36875], [-0.83837, 4.67301, 2.62219], [-0.82984, 3.99229, -0.81262], [0.02417, 4.04563, 2.34187], [0.07849, 3.94366, -0.18645], [-0.23744, 3.32424, 1.10312], [0.21148, 3.33234, 3.15866], [-0.74202, 2.08791, 1.11375], [-1.47106, 1.55605, 0.30199], [0.83722, 3.33502, -0.71642], [-0.29319, 1.46357, 2.08263], [0.90683, 4.67873, 2.20872], [0.48236, 4.94368, 0.01213], [0.01984, -0.24653, -2.22455], [-0.32247, -0.26977, -3.65135], [1.96495, -0.09730, -4.72332], [0.81607, -0.85037, -4.44754], [2.03139, 0.92083, -4.34867], [2.97370, -0.64466, -5.52486], [-1.19362, -0.94654, -3.71494], [0.69967, -2.15637, -4.92827], [3.87403, -0.05540, -5.71157], [2.83293, -1.92642, -6.05799], [1.69526, -2.68036, -5.75523], [-0.16557, -2.74335, -4.63051], [3.61641, -2.34389, -6.69067], [1.59227, -3.69901, -6.13686], [1.57562, -0.69986, -1.27885], [0.64954, 0.57110, 2.88716], [2.62051, 0.78940, -1.56867], [2.21998, -2.35713, -1.86138], [0.98241, -0.96412, 0.43972], [3.25876, 0.71056, -2.46101], [3.29678, 0.94808, -0.71666], [2.00873, 1.69466, -1.67738], [0.26460, -0.16761, 0.67409], [1.84427, -0.88960, 1.11697], [0.47448, -1.91794, 0.63987], [2.62235, -2.35650, -2.87944], [1.43358, -3.12888, -1.82396], [3.03069, -2.68955, -1.19321], [-2.73332, -2.71322, 3.74811], [-2.54759, -1.30142, 3.42515], [-3.23308, -0.31941, 4.25362], [-2.21638, -1.00218, 2.12871], [-1.64672, -1.79001, 1.36680], [-2.75218, -2.82361, 4.83892], [-1.89347, -3.27953, 3.33147], [-3.68402, -3.09639, 3.33832], [-2.67588, 0.62726, 4.22137], [-4.25956, -0.13396, 3.90432], [-3.26909, -0.68331, 5.28558], [-2.51216, 0.01563, 1.80187]],
  "forces_ev_per_angstrom": [[-0.4, 0.1, 0.6], [0.6, 0.3, -1.1], [-0.1, -0.2, 0.1], [0.1, 0.3, -0.1], [0.3, -0.1, 0.1], [0.1, -1.0, 0.4], [-0.2, 0.5, -0.2], [-0.1, 0.1, 0.5], [-0.1, -0.3, -0.1], [0.2, 0.0, 0.2], [-0.1, 0.0, 0.2], [-1.5, -0.5, 2.0], [0.0, -1.0, -0.3], [-1.0, 0.2, -0.1], [0.0, 0.2, 0.0], [0.1, 0.2, 0.0], [0.1, -0.2, -0.1], [-0.1, -0.1, -0.4], [0.1, 0.1, 0.2], [-0.1, -0.1, 0.2], [0.2, -0.6, -0.9], [-0.7, 0.8, 1.0], [0.2, -0.1, 0.1], [0.4, -0.1, 0.1], [0.2, 0.0, -0.1], [-0.3, 0.0, -0.2], [0.2, 0.0, -0.1], [0.4, 0.2, 0.1], [0.1, -0.5, -0.2], [-0.5, 0.1, 0.2], [0.8, 1.7, -1.5], [0.0, 0.1, -0.3], [-0.5, -1.2, 3.8], [0.0, 0.1, -2.2], [-0.3, 0.3, 0.2], [-2.2, 2.0, -2.2], [-0.1, 0.0, 0.2], [-0.1, -0.2, -0.3], [2.2, 0.7, -0.1], [0.2, 0.3, -0.1], [0.0, -0.6, -0.3], [0.0, -0.1, -0.2], [0.1, -0.2, -0.1], [-0.1, 0.2, 0.3], [0.3, 0.1, -0.1], [0.3, 0.3, -0.3], [-0.2, -0.2, -0.1], [-0.2, 0.0, 0.2], [0.1, -0.1, 0.1], [0.1, 0.0, -0.1], [-0.2, 0.1, 0.1], [0.1, 0.3, 0.1], [-1.3, -0.7, -1.0], [2.3, -1.7, 3.5], [0.8, 0.5, 0.0], [0.4, -0.1, -0.5], [-0.3, 0.2, -0.8], [-0.2, -0.1, 0.2], [-0.2, 0.0, -0.1], [0.0, -0.3, 0.1], [0.4, -0.3, 0.2], [-0.3, 0.1, -0.1], [0.3, 0.2, -0.2], [0.0, 0.0, 0.1], [0.2, 0.5, 0.1], [-0.2, 0.2, 0.0], [0.2, 0.1, 0.0], [-0.3, -0.5, -0.3], [0.1, 0.2, -0.5], [0.6, -0.2, -0.5], [-1.1, 0.7, 0.7], [0.0, -0.1, -0.2], [-0.3, 0.1, 0.1], [0.3, 0.1, 0.1], [-0.1, -0.2, 0.1], [0.1, 0.0, 0.2], [0.0, 0.1, -0.2], [0.4, -0.3, 0.1]],
  "mulliken_charge": [-1.185, 0.568, 0.117, -0.188, 0.392, 0.010, -1.410, 0.353, 0.295, 0.306, 0.370, 0.005, -0.536, -0.589, 0.300, 0.291, -0.902, -0.842, 0.175, 0.241, 0.628, -0.632, 0.263, -0.141, 0.331, 0.314, 0.276, 0.162, -0.938, -0.702, 0.226, 0.266, 0.400, -0.510, 0.112, -0.426, 0.372, 0.460, 0.530, 0.166, 0.241, 0.103, 0.965, -1.285, 0.407, -0.344, 0.376, -0.454, -0.720, 0.308, 0.368, 0.372, 0.848, -0.550, -1.169, -1.016, -0.607, 0.408, 0.479, 0.192, -0.547, 0.638, 0.257, 0.226, 0.240, 0.473, -1.107, 0.509, -0.996, -0.199, -0.742, 0.411, 0.299, 0.337, 0.252, 0.351, 0.346, 0.401]
}

---

{
  "formula": "C4H8OS",
  "method": "ωB97M-V/def2-TZVPD",
  "e_lumo_ev": 0.33,
  "smiles": "C=CC.OC=S",
  "relative_energy_kcal_mol": 41.3,
  "max_force_ev_per_a": 3.27,
  "elements": ["C", "C", "C", "C", "O", "S", "H", "H", "H", "H", "H", "H", "H", "H"],
  "xyz": [[-1.50593, 0.35247, -0.65580], [-1.50352, -0.24095, 0.50626], [3.51780, 0.08025, -0.93485], [-2.25435, 0.20733, 1.69580], [3.65376, -1.10340, -1.56562], [2.12570, 0.86764, -0.81094], [-1.15958, -0.03697, -1.62663], [-2.00667, 1.27999, -0.88797], [-0.88012, -1.24619, 0.70406], [4.47395, 0.37158, -0.55169], [-1.69577, -0.15811, 2.56453], [-3.18323, -0.31431, 1.62958], [-2.37203, 1.27540, 1.74345], [2.78999, -1.33474, -1.81017]],
  "forces_ev_per_angstrom": [[-0.1, 0.2, -2.5], [1.9, -2.6, 0.6], [-0.1, -0.9, -0.6], [1.2, -0.4, 0.5], [2.0, 1.1, 1.0], [-0.1, 0.2, 0.1], [0.5, -0.3, 0.9], [-0.4, 0.4, 0.7], [-1.5, 2.2, -0.9], [0.4, 0.4, 0.3], [-0.4, 0.3, 0.2], [-1.0, -0.1, 0.4], [-0.3, 0.4, 0.0], [-2.2, -0.9, -0.9]],
  "mulliken_charge": [-0.911, 0.336, 0.005, -0.968, -0.362, -0.276, 0.262, 0.227, 0.183, 0.332, 0.281, 0.265, 0.328, 0.297]
}

---

- Number 3 is which compound?
  C4H8OS